1.
An isolated molecule of C3H3N5 in a non-equilibrium geometry, computed with wB97M-V/def2-TZVPD.

Total energy = -389.70618 Ha
Molecular weight = 109.09 g/mol
E_LUMO = -0.871 eV
Highest occupied orbital energy = -10.2 eV
Gap between HOMO and LUMO = 9.36 eV

Geometry as XYZ:
```
11
C3H3N5, DFT wB97M-V/def2-TZVPD
C -0.47 -0.72 -0.35
C -0.84 0.11 0.81
C 0.75 1.53 0.14
H -1.06 -1.75 -1.69
H -1.54 -0.52 1.55
H 1.05 2.51 0.09
N -1.47 -1.12 -1.08
N -0.42 1.40 1.08
N 1.66 0.71 -0.38
N 1.64 -0.70 -0.04
N 0.71 -1.45 -0.13
```

Here are the Mulliken charges for atoms 1 to 8, given in e: C 0.35; C 0.15; C 0.03; H 0.27; H 0.28; H 0.46; N -0.59; N -0.47

***

2.
An isolated molecule of C5H12O2, computed with wB97M-V/def2-TZVPD.

Total energy = -348.17993 Ha
Molecular weight = 104.15 g/mol
E_LUMO = 0.799 eV
Highest occupied orbital energy = -10.0 eV
Gap between HOMO and LUMO = 10.84 eV

Geometry as XYZ:
```
19
C5H12O2, DFT wB97M-V/def2-TZVPD
C 2.13 -0.01 1.55
C 0.90 0.70 0.98
C 0.41 0.14 -0.37
O 0.74 -1.22 -0.54
C -1.11 0.29 -0.47
C -1.66 -0.10 -1.82
O -1.61 -0.58 0.55
H 2.07 -1.10 1.48
H 3.04 0.28 1.01
H 2.24 0.26 2.60
H 0.08 0.64 1.70
H 1.10 1.78 0.86
H 0.90 0.66 -1.20
H 0.09 -1.70 0.00
H -1.37 1.34 -0.23
H -1.29 -1.09 -2.10
H -2.76 -0.14 -1.79
H -1.37 0.61 -2.59
H -2.54 -0.75 0.36
```

Here are the Mulliken charges for atoms 1 to 8, given in e: C -1.21; C -0.53; C -0.10; O -0.63; C 0.15; C -1.33; O -0.56; H 0.30

***

3.
The ion C9H19FNO2S with charge +1 in a non-equilibrium geometry, computed with wB97M-V/def2-TZVPD.

Total energy = -1057.15446 Ha
Molecular weight = 224.32 g/mol
Total charge = +1
E_LUMO (spin up / spin down) = -4.240 / -4.240 eV
Highest occupied orbital energy (spin up / spin down) = -11.0 / -11.0 eV
Gap between HOMO and LUMO (spin up / spin down) = 6.72 / 6.72 eV

Geometry as XYZ:
```
33
C9H19FNO2S, DFT wB97M-V/def2-TZVPD
C 0.80 0.49 0.10
C -1.40 0.08 1.78
C 0.13 -0.17 -1.11
C -0.76 -1.33 -0.73
C 1.23 -0.76 -1.95
C 2.90 1.74 0.63
C -1.80 1.32 -1.62
C -2.51 -2.89 -1.17
C 1.71 1.54 -0.29
N -0.91 -0.79 2.93
O -0.49 0.76 -1.90
O -1.93 -1.61 -1.27
F -0.16 -2.26 0.11
S -0.28 1.31 1.32
H 1.17 -0.29 0.78
H -2.34 0.45 2.12
H 2.01 -0.09 -2.37
H 0.94 -1.30 -2.88
H 1.86 -1.46 -1.36
H 3.82 2.09 0.17
H 3.01 0.75 1.12
H 2.63 2.44 1.42
H -1.75 2.45 -2.06
H -1.96 1.33 -0.53
H -2.52 0.66 -2.06
H -3.50 -2.89 -1.37
H -2.27 -3.29 -0.08
H -2.17 -3.62 -1.89
H 2.11 1.15 -1.31
H 1.06 2.51 -0.43
H -1.08 -0.35 3.82
H 0.10 -1.05 3.11
H -1.26 -1.76 3.09
```

Here are the Mulliken charges for atoms 1 to 8, given in e: C -0.33; C -0.73; C 1.24; C 0.25; C -1.76; C -1.22; C -0.67; C -0.66